Record 1
9 unconnected molecules or ions with the total composition C27H27F9O27 at a distorted geometry, computed with the ωB97M-V functional and the def2-TZVPD basis.

net charge: 0
Kohn-Sham gap: 0.406 hartree
SMILES: O=C1OC[C@@H](F)O1.O=C1OC[C@@H](F)O1.O=C1OC[C@@H](F)O1.O=C1OC[C@@H](F)O1.O=C1OC[C@@H](F)O1.O=C1OC[C@@H](F)O1.O=C1OC[C@@H](F)O1.O=C1OC[C@@H](F)O1.O=C1OC[C@@H](F)O1
E_LUMO: -0.3793 eV
DFT total energy: -108178.409 eV
HOMO level: -11.438 eV
max |F|: 1.9 eV/A

Element x y z (Å)
1 C -18.69 9.52 -20.96
2 C -17.92 9.45 -22.28
3 O -18.96 9.30 -23.23
4 C -20.17 9.57 -22.69
5 O -21.18 9.64 -23.30
6 O -20.03 9.81 -21.37
7 F -17.08 8.40 -22.37
8 H -18.36 10.31 -20.29
9 H -18.70 8.53 -20.50
10 H -17.36 10.34 -22.56
11 C -22.93 11.00 -18.38
12 C -21.90 11.95 -18.97
13 O -20.69 11.38 -18.63
14 C -20.86 10.54 -17.56
15 O -19.96 10.08 -16.95
16 O -22.17 10.33 -17.36
17 F -22.02 13.17 -18.32
18 H -23.27 10.19 -19.02
19 H -23.78 11.55 -17.98
20 H -21.97 12.20 -20.03
21 C -20.25 16.78 -20.95
22 C -21.24 16.40 -19.85
23 O -21.49 15.07 -20.21
24 C -21.32 14.92 -21.54
25 O -21.58 13.94 -22.17
26 O -20.77 16.03 -22.04
27 F -22.39 17.12 -20.04
28 H -19.23 16.45 -20.73
29 H -20.19 17.84 -21.21
30 H -20.90 16.50 -18.82
31 C -20.49 16.01 -14.59
32 C -20.92 14.67 -15.17
33 O -22.15 14.43 -14.60
34 C -22.54 15.45 -13.77
35 O -23.51 15.44 -13.10
36 O -21.62 16.44 -13.83
37 F -20.05 13.67 -14.77
38 H -20.36 16.77 -15.36
39 H -19.58 15.96 -13.99
40 H -20.88 14.59 -16.25
41 C -19.31 14.63 -24.72
42 C -19.61 13.13 -24.82
43 O -18.60 12.59 -23.98
44 C -18.05 13.54 -23.22
45 O -17.23 13.37 -22.38
46 O -18.69 14.71 -23.46
47 F -19.42 12.63 -26.06
48 H -20.21 15.24 -24.74
49 H -18.69 14.95 -25.56
50 H -20.60 12.84 -24.47
51 C -14.71 10.56 -15.56
52 C -14.63 9.10 -16.01
53 O -13.43 8.64 -15.44
54 C -12.69 9.70 -14.95
55 O -11.62 9.60 -14.48
56 O -13.40 10.83 -15.09
57 F -14.64 8.94 -17.35
58 H -15.47 10.61 -14.78
59 H -14.98 11.29 -16.32
60 H -15.38 8.47 -15.54
61 C -18.22 13.40 -19.36
62 C -17.73 12.73 -18.10
63 O -17.55 13.76 -17.16
64 C -18.26 14.83 -17.56
65 O -18.51 15.79 -16.91
66 O -18.81 14.59 -18.77
67 F -16.60 12.00 -18.26
68 H -19.01 12.94 -19.94
69 H -17.45 13.73 -20.06
70 H -18.50 12.05 -17.73
71 C -17.82 19.80 -18.90
72 C -18.80 19.91 -17.73
73 O -18.28 20.98 -17.02
74 C -17.71 21.84 -17.93
75 O -17.37 22.94 -17.72
76 O -17.59 21.18 -19.12
77 F -18.81 18.80 -16.95
78 H -18.32 19.28 -19.72
79 H -16.89 19.27 -18.69
80 H -19.83 20.02 -18.09
81 C -13.59 12.50 -19.71
82 C -14.42 12.79 -20.96
83 O -14.96 11.57 -21.34
84 C -14.73 10.64 -20.36
85 O -15.18 9.55 -20.33
86 O -14.01 11.19 -19.35
87 F -13.65 13.27 -21.97
88 H -13.81 13.24 -18.95
89 H -12.50 12.56 -19.84
90 H -15.20 13.52 -20.75

***

Record 2
A molecular structure, C46H39N3O2P2S2SiZn, computed with the ωB97M-V functional and the def2-TZVPD basis.

net charge: 0
Kohn-Sham gap: 0.251 hartree
E_LUMO: 0.1202 eV
DFT total energy: -153441.602 eV
HOMO level: -6.703 eV
max |F|: 0.8 eV/A

Element x y z (Å)
1 Zn -0.79 -1.08 0.54
2 C 0.26 2.22 1.54
3 Si -0.38 1.23 0.07
4 C 0.83 1.76 -1.34
5 C 0.30 2.76 -2.17
6 C 1.03 3.36 -3.18
7 C 2.34 2.98 -3.40
8 C 2.89 2.00 -2.59
9 C 2.17 1.37 -1.57
10 P 3.32 0.43 -0.45
11 C 2.65 -1.20 0.10
12 C 3.27 -2.29 1.95
13 C 2.95 -3.61 2.56
14 C 2.22 -4.49 1.88
15 C 1.72 -4.19 0.52
16 C 1.79 -2.15 -0.73
17 C 4.50 -0.28 -1.69
18 C 4.07 -0.93 -2.85
19 C 4.99 -1.57 -3.68
20 C 6.34 -1.55 -3.36
21 C 6.78 -0.90 -2.22
22 C 5.86 -0.26 -1.39
23 C -2.08 1.99 -0.38
24 C -2.44 3.25 0.10
25 C -3.64 3.85 -0.26
26 C -4.51 3.19 -1.13
27 C -4.17 1.93 -1.59
28 C -2.97 1.32 -1.22
29 P -2.51 -0.40 -1.69
30 C -4.13 -1.18 -2.03
31 C -4.49 -1.71 -3.26
32 C -5.70 -2.40 -3.41
33 C -6.55 -2.55 -2.34
34 C -6.20 -2.02 -1.10
35 C -5.00 -1.35 -0.95
36 C -1.77 -0.28 -3.35
37 C -1.67 0.89 -4.09
38 C -0.97 0.92 -5.29
39 C -0.36 -0.22 -5.77
40 C -0.46 -1.41 -5.05
41 C -1.15 -1.44 -3.85
42 H 0.54 3.23 1.25
43 H 1.15 1.73 1.96
44 H -0.48 2.27 2.34
45 H -0.72 3.08 -2.03
46 H 0.57 4.13 -3.79
47 H 2.93 3.43 -4.18
48 H 3.93 1.74 -2.76
49 H 3.99 -1.73 2.55
50 H 3.29 -3.82 3.56
51 H 1.99 -5.46 2.30
52 H 1.29 -5.07 0.04
53 H 1.38 -1.88 -1.70
54 H 3.02 -0.93 -3.11
55 H 4.64 -2.07 -4.57
56 H 7.05 -2.05 -4.01
57 H 7.83 -0.88 -1.98
58 H 6.20 0.26 -0.51
59 H -1.77 3.78 0.77
60 H -3.89 4.83 0.13
61 H -5.44 3.65 -1.43
62 H -4.86 1.41 -2.25
63 H -3.83 -1.59 -4.11
64 H -5.96 -2.81 -4.38
65 H -7.48 -3.09 -2.45
66 H -6.87 -2.14 -0.25
67 H -4.73 -0.94 0.02
68 H -2.15 1.80 -3.73
69 H -0.90 1.85 -5.85
70 H 0.20 -0.19 -6.70
71 H 0.01 -2.31 -5.42
72 H -1.22 -2.37 -3.28
73 N -1.63 -9.34 1.08
74 C -1.44 -8.08 0.52
75 C -2.03 -6.96 1.10
76 C -1.88 -5.71 0.52
77 C -1.14 -5.57 -0.65
78 C -0.54 -6.68 -1.23
79 C -0.70 -7.93 -0.65
80 S -0.89 -3.95 -1.34
81 O -2.14 -3.54 -1.91
82 O 0.26 -4.08 -2.22
83 N -0.55 -3.02 -0.10
84 C 0.83 -2.86 0.33
85 S 3.01 -3.52 -0.63
86 C 3.74 -2.25 0.48
87 C 2.04 -1.36 1.56
88 N 0.78 -2.00 1.46
89 H -1.94 -9.38 2.03
90 H -1.01 -10.07 0.80
91 H -2.60 -7.06 2.01
92 H -2.32 -4.84 0.98
93 H 0.04 -6.56 -2.13
94 H -0.23 -8.80 -1.11
95 H 4.80 -2.13 0.28
96 H 1.98 -0.46 2.17

***

Record 3
A gas-phase ion, C14H24ClN2O2 (charge +1), computed with the ωB97M-V functional and the def2-TZVPD basis.

net charge: +1
Kohn-Sham gap: 0.332 hartree
SMILES: CCOc1ccc(Cl)cc1C[NH2+]CCNC[C@@H](C)O
E_LUMO: -2.2831 eV
DFT total energy: -34499.347 eV
HOMO level: -11.311 eV
max |F|: 0.7 eV/A

Element x y z (Å)
1 C -0.93 0.80 -4.07
2 C -0.96 1.22 -2.61
3 H -1.96 1.06 -2.19
4 H -0.70 2.28 -2.49
5 O -0.13 0.41 -1.79
6 C 1.22 0.54 -1.85
7 C 1.92 1.55 -2.49
8 C 3.30 1.60 -2.44
9 C 4.01 0.64 -1.75
10 C 3.33 -0.39 -1.11
11 C 1.95 -0.44 -1.15
12 C 1.20 -1.55 -0.46
13 N 0.74 -1.10 0.88
14 H 1.52 -0.67 1.38
15 C 0.14 -2.16 1.71
16 H -0.82 -2.44 1.28
17 H 0.79 -3.04 1.71
18 C 0.00 -1.65 3.16
19 N -0.31 -0.22 3.18
20 H 0.12 0.20 3.99
21 C -1.72 0.14 3.15
22 H -1.79 1.18 3.49
23 H -2.33 -0.48 3.83
24 C -2.31 0.05 1.74
25 C -3.64 0.79 1.66
26 H -4.05 0.71 0.65
27 H -3.51 1.84 1.90
28 H -4.35 0.36 2.36
29 H -2.47 -0.99 1.45
30 O -1.39 0.55 0.78
31 H -1.29 1.50 0.91
32 H 0.95 -1.79 3.68
33 H -0.76 -2.25 3.68
34 H -0.01 -0.35 0.77
35 H 0.33 -1.83 -1.04
36 H 1.85 -2.42 -0.33
37 H 3.89 -1.15 -0.58
38 Cl 5.73 0.70 -1.68
39 H 3.83 2.40 -2.95
40 H 1.40 2.32 -3.05
41 H 0.07 0.90 -4.49
42 H -1.61 1.42 -4.64
43 H -1.23 -0.24 -4.17

***

Record 4
13 unconnected molecules or ions with the total composition C52H78O39 at a distorted geometry, computed with the ωB97M-V functional and the def2-TZVPD basis.

net charge: 0
Kohn-Sham gap: 0.373 hartree
E_LUMO: -0.4129 eV
DFT total energy: -135034.814 eV
HOMO level: -10.552 eV
max |F|: 6.7 eV/A

Element x y z (Å)
1 C 3.68 4.69 -4.03
2 C 4.88 4.27 -3.20
3 C 5.16 2.77 -3.05
4 O 6.47 2.72 -3.44
5 C 6.88 3.80 -4.10
6 O 7.91 4.04 -4.67
7 O 5.94 4.75 -4.09
8 H 3.64 5.73 -4.35
9 H 2.76 4.52 -3.48
10 H 3.59 4.01 -4.89
11 H 5.07 4.74 -2.23
12 H 4.45 2.07 -3.49
13 H 5.12 2.58 -1.98
14 C 8.20 6.38 4.33
15 C 8.29 4.97 3.69
16 C 8.52 3.87 4.69
17 O 7.45 2.99 4.44
18 C 6.58 3.56 3.61
19 O 5.51 3.17 3.28
20 O 7.07 4.65 3.18
21 H 8.22 7.12 3.53
22 H 9.10 6.62 4.90
23 H 7.23 6.44 4.82
24 H 9.20 4.99 3.07
25 H 8.36 4.24 5.71
26 H 9.51 3.46 4.54
27 C 0.50 -2.60 -6.61
28 C 0.11 -1.60 -7.74
29 C -0.84 -0.46 -7.30
30 O -0.10 0.76 -7.65
31 C 1.12 0.50 -7.99
32 O 1.90 1.42 -8.29
33 O 1.25 -0.83 -7.94
34 H 1.45 -3.11 -6.71
35 H -0.11 -3.50 -6.66
36 H 0.57 -2.06 -5.67
37 H -0.33 -2.05 -8.63
38 H -1.09 -0.46 -6.24
39 H -1.76 -0.45 -7.89
40 C -0.52 6.55 -7.56
41 C -1.85 6.44 -6.92
42 C -2.71 5.35 -7.55
43 O -3.00 4.43 -6.56
44 C -2.26 4.68 -5.38
45 O -2.13 3.86 -4.49
46 O -1.63 5.89 -5.57
47 H 0.30 6.80 -6.89
48 H -0.45 7.18 -8.45
49 H -0.34 5.50 -7.83
50 H -2.35 7.39 -7.05
51 H -2.10 4.82 -8.29
52 H -3.69 5.74 -7.83
53 C 4.55 2.55 9.77
54 C 5.20 1.36 9.01
55 C 5.04 -0.05 9.60
56 O 4.47 -0.75 8.53
57 C 4.19 0.03 7.51
58 O 3.66 -0.31 6.46
59 O 4.48 1.28 7.80
60 H 3.48 2.40 9.63
61 H 4.90 3.46 9.27
62 H 4.83 2.50 10.83
63 H 6.25 1.53 8.74
64 H 4.41 -0.06 10.49
65 H 5.98 -0.54 9.84
66 C -1.82 -0.58 5.18
67 C -1.42 0.87 5.35
68 C -2.62 1.78 4.99
69 O -2.68 2.74 6.04
70 C -1.82 2.35 7.00
71 O -1.72 2.94 8.07
72 O -1.20 1.17 6.67
73 H -2.81 -0.57 5.62
74 H -1.23 -1.23 5.83
75 H -1.54 -0.91 4.17
76 H -0.49 1.06 4.80
77 H -3.52 1.25 4.67
78 H -2.43 2.27 4.03
79 C -0.83 -6.57 1.87
80 C 0.08 -7.65 1.11
81 C 0.70 -7.10 -0.32
82 O 2.00 -7.49 -0.25
83 C 2.30 -7.97 1.01
84 O 3.47 -8.35 1.36
85 O 1.16 -7.78 1.87
86 H -0.37 -5.61 1.63
87 H -0.81 -6.63 2.96
88 H -1.85 -6.54 1.49
89 H -0.44 -8.59 0.96
90 H 0.52 -6.03 -0.41
91 H 0.06 -7.51 -1.10
92 C -8.15 -0.69 -0.15
93 C -9.31 -1.02 0.76
94 C -9.48 -0.36 2.20
95 O -10.77 0.00 2.15
96 C -11.34 -0.26 0.90
97 O -12.51 0.07 0.60
98 O -10.43 -0.74 0.14
99 H -7.88 0.37 -0.13
100 H -8.47 -0.91 -1.17
101 H -7.36 -1.39 0.09
102 H -9.31 -2.11 0.84
103 H -8.70 0.37 2.45
104 H -9.39 -1.09 3.01
105 C -4.52 -4.63 -5.24
106 C -5.90 -5.05 -4.67
107 C -7.11 -4.50 -5.46
108 O -8.04 -5.64 -5.66
109 C -7.46 -6.73 -5.02
110 O -8.01 -7.83 -4.78
111 O -6.19 -6.47 -4.73
112 H -4.60 -3.58 -5.51
113 H -4.18 -5.16 -6.13
114 H -3.78 -4.68 -4.44
115 H -5.96 -4.50 -3.73
116 H -6.73 -4.15 -6.42
117 H -7.55 -3.61 -5.00
118 C 5.01 -3.96 2.30
119 C 4.61 -2.89 1.39
120 C 5.71 -1.88 1.10
121 O 5.55 -1.74 -0.26
122 C 4.65 -2.60 -0.79
123 O 4.26 -2.87 -1.95
124 O 4.21 -3.38 0.14
125 H 4.21 -4.58 2.70
126 H 5.41 -3.48 3.19
127 H 5.73 -4.49 1.67
128 H 3.75 -2.41 1.86
129 H 6.73 -2.16 1.35
130 H 5.38 -0.93 1.53
131 C -5.91 -8.24 0.32
132 C -6.97 -7.82 1.40
133 C -6.72 -6.44 2.09
134 O -8.05 -5.82 2.30
135 C -8.86 -6.36 1.48
136 O -10.06 -6.23 1.46
137 O -8.21 -7.41 0.75
138 H -5.58 -7.51 -0.42
139 H -6.38 -8.98 -0.33
140 H -4.96 -8.52 0.77
141 H -7.24 -8.58 2.13
142 H -6.07 -5.83 1.45
143 H -6.26 -6.65 3.05
144 C 1.04 0.66 0.67
145 C -0.02 0.24 -0.30
146 C 0.17 -0.87 -1.36
147 O -0.94 -1.73 -1.31
148 C -1.63 -1.49 -0.26
149 O -2.56 -2.18 0.16
150 O -1.12 -0.37 0.39
151 H 1.81 0.92 -0.06
152 H 1.49 -0.04 1.38
153 H 0.79 1.57 1.21
154 H -0.28 1.10 -0.91
155 H 1.00 -1.56 -1.18
156 H 0.30 -0.40 -2.33
157 C 2.56 6.37 0.74
158 C 2.49 7.83 0.13
159 C 2.71 9.01 1.06
160 O 3.65 9.82 0.41
161 C 4.11 9.20 -0.69
162 O 5.11 9.67 -1.21
163 O 3.54 7.93 -0.81
164 H 3.46 6.32 1.36
165 H 2.41 5.58 0.01
166 H 1.71 6.23 1.42
167 H 1.61 7.98 -0.50
168 H 3.09 8.58 1.99
169 H 1.83 9.63 1.23